[1]
{
  "formula": "C3H6Cl3NO2",
  "method": "ωB97M-V with the def2-TZVPD basis set",
  "symbols": ["C", "C", "C", "N", "O", "O", "Cl", "Cl", "Cl", "H", "H", "H", "H", "H", "H"],
  "xyz": [[1.4914, 0.4909, -0.0245], [-0.5029, 0.8945, -1.3972], [-0.7401, -0.1669, 0.7858], [0.0554, 0.4645, -0.1090], [0.0320, -0.4782, 1.8693], [-1.1640, -1.8377, 0.0295], [-2.3835, 0.3573, 1.2045], [-0.5711, -1.3613, 3.1567], [0.2439, -2.6309, -0.1656], [1.7133, 0.2746, 1.0640], [1.7677, -0.3202, -0.7245], [2.0609, 1.4247, -0.2101], [-0.4594, 2.0107, -1.6938], [0.0007, 0.3681, -2.2160], [-1.5444, 0.5100, -1.5693]],
  "lowdin_charge": [-0.059, -0.071, -0.928, -0.209, -0.708, -0.578, 0.705, 0.458, 0.802, 0.114, 0.076, 0.106, 0.121, 0.079, 0.090],
  "lumo_energy_ev": [-0.31, -4.07],
  "multiplicity": 3,
  "homo_energy_ev": [-5.342, -8.693]
}


[2]
{
  "formula": "C3H6Cl3P",
  "method": "ωB97M-V with the def2-TZVPD basis set",
  "symbols": ["C", "C", "C", "P", "Cl", "Cl", "Cl", "H", "H", "H", "H", "H", "H"],
  "xyz": [[-0.7562, 0.3488, 1.5024], [-0.6622, -0.6340, -1.9503], [0.2812, 0.8369, 0.5135], [1.9092, 0.0172, 0.6021], [0.3989, 2.5271, 0.2709], [2.7120, 0.0955, -1.3190], [1.2755, -1.9168, 0.8330], [-1.2673, -0.5787, 1.0331], [-1.5148, 1.1251, 1.5191], [-0.5110, 0.0590, 2.5584], [-0.8754, -0.8696, -0.8486], [0.2472, -1.0731, -2.3663], [-1.2373, 0.0625, -2.3483]],
  "lowdin_charge": [-0.245, 0.078, -1.078, 0.193, 0.619, 0.133, 0.198, 0.069, 0.053, 0.088, -0.021, -0.019, -0.068],
  "lumo_energy_ev": [0.60, -1.33],
  "multiplicity": 3,
  "relative_energy_kj_mol": 0.4,
  "homo_energy_ev": [-8.026, -9.763]
}


[3]
{
  "formula": "C3H6ClFN2O",
  "method": "ωB97M-V with the def2-TZVPD basis set",
  "symbols": ["C", "C", "C", "H", "H", "H", "H", "H", "H", "N", "N", "O", "F", "Cl"],
  "xyz": [[-0.3691, -0.4174, 0.6582], [-1.4513, -0.7569, -0.3105], [1.6817, -0.3576, -0.6505], [-0.0310, 2.0843, -0.0200], [0.9591, 1.8802, 1.2102], [0.0596, -1.3492, 1.0395], [-0.7333, 0.2322, 1.4934], [-1.0996, -1.2957, -1.1606], [2.4236, 0.3259, -1.1504], [0.8489, 1.6844, 0.2400], [0.7348, 0.2602, 0.1152], [1.6348, -1.5204, -0.9706], [-2.3974, -1.4993, 0.4060], [-2.2607, 0.7293, -0.8998]],
  "lowdin_charge": [-0.212, -0.649, -0.317, 0.041, 0.074, 0.141, 0.148, 0.102, 0.146, 0.090, -0.191, 0.027, -0.053, 0.653],
  "lumo_energy_ev": 0.72,
  "relative_energy_kj_mol": 13.6,
  "smiles": "NN(C=O)C[C@@H](F)Cl",
  "homo_energy_ev": -10.032
}


[4]
{
  "formula": "C3H6ClMgO",
  "method": "ωB97M-V with the def2-TZVPD basis set",
  "symbols": ["Mg", "Cl", "C", "C", "O", "C", "H", "H", "H", "H", "H", "H"],
  "xyz": [[33.8235, -8.1297, -3.0572], [32.9385, -10.0882, -2.3539], [33.2507, -13.6579, -3.2993], [32.8238, -14.2108, -1.9553], [31.9479, -15.0177, -1.8891], [33.4801, -13.6523, -0.7213], [34.3087, -13.3936, -3.3548], [32.7167, -12.7374, -3.5476], [33.0078, -14.3780, -4.0781], [33.5774, -12.5692, -0.6663], [34.5077, -14.0090, -0.5593], [32.9901, -14.0565, 0.1672]],
  "lowdin_charge": [1.115, -0.058, -0.039, -0.511, 0.099, -0.031, 0.077, 0.041, 0.085, 0.046, 0.091, 0.087],
  "lumo_energy_ev": -8.40,
  "relative_energy_kj_mol": 260.4,
  "charge": 1,
  "homo_energy_ev": -11.693
}


[5]
{
  "formula": "C3H6ClN",
  "method": "ωB97M-V with the def2-TZVPD basis set",
  "symbols": ["C", "C", "C", "H", "H", "H", "H", "H", "H", "N", "Cl"],
  "xyz": [[0.5998, -0.2484, 0.3567], [-0.9269, -0.1143, -0.0552], [-1.6244, 1.1037, -0.1251], [2.8785, -0.5572, 0.1716], [1.6493, -0.3846, -1.2903], [0.8951, 0.6754, 0.8876], [0.5318, -1.1584, 1.2290], [-2.7019, 1.1837, -0.5657], [-1.1085, 1.9116, -0.1663], [1.6708, -0.9765, -0.3905], [-1.8637, -1.4349, -0.0517]],
  "lowdin_charge": [-0.362, -0.826, -0.022, 0.224, 0.054, 0.090, 0.140, 0.099, -0.035, -0.100, 0.739],
  "lumo_energy_ev": 0.32,
  "relative_energy_kj_mol": 353.1,
  "homo_energy_ev": -9.139
}


[6]
{
  "formula": "C3H6ClN4O4",
  "method": "ωB97M-V with the def2-TZVPD basis set",
  "symbols": ["C", "C", "C", "N", "N", "N", "N", "O", "O", "O", "O", "Cl", "H", "H", "H", "H", "H", "H"],
  "xyz": [[1.6934, 0.8861, 1.2849], [3.1450, 0.7675, -0.5530], [-2.1643, -0.2380, -0.2989], [1.5065, 1.1293, 2.4346], [1.8095, 0.7189, 0.0152], [-1.2892, -0.9849, -0.9353], [-3.4507, -0.6857, 0.1785], [-1.4303, -2.2925, -0.8781], [-3.8644, -1.7770, -0.1758], [-0.2589, -0.4876, -1.4002], [-4.1966, 0.0404, 0.8270], [-2.0428, 1.4701, -0.3308], [3.0141, 0.7528, -1.6367], [3.6353, -0.2212, -0.4389], [3.6955, 1.6944, -0.3526], [-2.3410, -2.6509, -0.5981], [1.7159, 1.3524, 3.3774], [0.8230, 0.5258, -0.5192]],
  "lowdin_charge": [-0.105, -0.029, -0.530, 0.344, 0.021, -0.297, -0.360, 0.145, 0.083, -0.013, 0.100, 0.842, 0.101, 0.116, 0.112, 0.164, 0.131, 0.175],
  "lumo_energy_ev": -4.96,
  "charge": 1,
  "homo_energy_ev": -13.767
}


Max |F|? In order: 9.46 5.83 2.78 1.85 7.71 4.49 eV Å⁻¹.
Molar mass? In order: 194.45 179.41 140.55 117.84 91.54 197.56 g mol⁻¹.